Here is C21H25O2Zr as an isolated structure from the OMol25 dataset. Energies are from the ωB97M-V functional and the def2-TZVPD basis.

charge = +1
2S+1 = 1
energy = -1012.4833 Ha
orbital gap = 4.240 eV

Geometry (Å):
1 H -0.6890 3.7021 -0.7986
2 O -2.5367 1.5042 0.6984
3 H 0.7725 -2.5181 0.5659
4 H -4.5725 1.5079 -1.3118
5 H -0.0835 -1.3924 2.9111
6 C 0.5285 1.9101 -1.3292
7 C -3.9386 1.7264 0.7722
8 Zr -0.8435 0.5676 0.3345
9 C -2.0154 -1.1025 1.8098
10 H 6.3800 -4.1170 -0.0331
11 H -4.1248 3.1480 -0.8438
12 H 2.6693 1.6307 0.6678
13 C 2.9157 -0.1927 -0.3799
14 H 2.7320 0.2736 -1.3378
15 C 5.4311 -2.7123 -1.3737
16 H -2.6950 2.3407 -2.0279
17 C 2.3893 0.5762 0.7814
18 H 6.1330 -2.8884 -2.1897
19 C -1.2008 -1.8252 -0.2451
20 H -3.6327 3.6103 1.7167
21 H -2.6612 -0.7015 2.5923
22 C 4.6440 -3.2134 0.8769
23 C -0.6580 -1.5076 1.9889
24 C -2.3647 -1.3226 0.4244
25 H -5.6686 2.4698 -0.2894
26 H -1.1471 -2.1414 -1.2854
27 C 3.6768 -2.2306 0.7852
28 C -0.1729 -2.0062 0.7399
29 C 5.5651 -3.4093 -0.1623
30 C -4.6118 2.2324 -0.4954
31 H -5.2815 2.9486 1.9114
32 H 2.9286 -2.0845 1.5702
33 H 0.8522 -0.1348 -2.2134
34 H 4.7208 -3.7912 1.7945
35 H 1.5274 2.2575 -1.0980
36 H -3.9063 2.2717 2.8435
37 C -4.2153 2.6997 1.8890
38 H -3.3532 -1.1974 -0.0161
39 C -1.2396 0.6513 -2.1281
40 C 4.4454 -1.7519 -1.5046
41 H 4.2833 -1.2296 -2.4536
42 C 3.6447 -1.3676 -0.3632
43 C 0.1643 0.6250 -1.8713
44 O 0.9590 0.6612 1.0196
45 H -1.8153 -0.1104 -2.6483
46 C -0.6429 2.6982 -1.2132
47 H -4.4359 0.7767 1.0079
48 H 2.8550 0.2021 1.7035
49 C -1.7114 1.9568 -1.7921

Force components x, y, z for each atom (eV/Å):
-0.064 -0.284 -0.153
-0.554 0.416 0.490
-0.157 0.478 -0.013
-0.055 -0.035 0.061
-0.260 -0.163 -0.385
-0.527 -0.630 -0.853
0.093 -0.229 0.368
-2.325 -0.110 -1.481
0.297 -0.525 -0.826
-0.164 0.060 -0.047
-0.165 0.052 0.087
0.678 -0.180 -0.254
-0.782 -0.172 -0.625
0.250 0.053 -0.264
-0.029 0.251 -0.127
0.196 -0.275 0.490
-1.896 0.412 2.075
-0.333 -0.076 0.200
-0.266 -0.551 0.962
-0.140 -0.014 0.044
0.211 -0.095 -0.409
-0.329 0.181 0.348
-0.439 -0.121 -0.718
0.363 -0.498 0.714
0.427 -0.195 -0.037
-0.044 0.092 0.367
0.481 0.315 0.157
-0.761 0.521 0.035
-0.276 0.379 -0.130
0.196 0.205 -0.408
0.204 -0.001 0.194
0.467 0.004 -0.140
-0.153 -0.116 0.137
-0.058 -0.048 -0.265
-0.150 -0.125 0.147
-0.082 0.109 0.052
0.045 0.175 0.280
0.411 0.149 0.122
-0.266 1.295 -0.387
-0.108 0.332 0.121
0.265 -0.059 0.398
-0.036 -0.708 -0.007
0.565 1.157 -0.013
4.076 -0.210 0.551
0.166 0.178 0.245
0.152 -0.644 -0.638
0.149 -0.179 0.139
-0.066 0.109 -0.133
0.794 -0.678 -0.472